Formula: C3H7N2S
Source: OMol25
Level of theory: ωB97M-V with the def2-TZVPD basis set

```
13
Properties=species:S:1:pos:R:3:forces:R:3
C -0.706 -1.268 -0.043 0.886 0.035 0.193
C 1.725 -0.504 0.266 -0.819 -2.336 0.641
C -1.979 1.013 -0.646 -3.826 0.369 2.149
N 0.578 -1.038 -0.481 -1.975 0.198 -1.072
N -0.048 -2.396 -0.224 0.217 -1.135 0.075
S -2.215 -0.622 0.242 0.653 0.380 0.154
H 2.410 -0.379 -0.543 0.939 0.690 0.055
H 1.376 0.400 0.774 0.727 -0.288 0.258
H 2.053 -1.434 0.864 -0.114 2.058 -0.127
H -3.060 1.151 -1.015 1.962 -0.537 -0.705
H -1.153 0.769 -1.230 0.898 0.562 -1.720
H -1.962 1.916 -0.002 0.968 -0.879 0.105
H 0.336 -3.117 0.418 -0.517 0.883 -0.006
```
Forces are in eV/Å.

Output
**Total charge**: +1
**HOMO-LUMO gap**: 0.346 Ha
**Molecular weight**: 103.17 g mol⁻¹
**Energy relative to the best compared isomer or geometry (same formula, charge and spin)**: 5.0131 eV

Here are the Mulliken charges for atoms 1 to 8, given in e: 0.64, -0.64, -0.81, -0.17, -0.32, 0.05, 0.28, 0.31



Formula: C3H7N2S
Source: OMol25
Level of theory: ωB97M-V with the def2-TZVPD basis set

```
13
Properties=species:S:1:pos:R:3:forces:R:3
C 0.306 0.733 -0.066 -4.271 0.571 0.285
C 1.476 0.021 -0.091 2.417 -0.967 -0.179
C -1.949 -0.419 -0.155 -2.193 -4.816 -0.886
N -1.080 0.540 0.048 4.996 4.838 0.854
N 1.878 -1.248 0.056 -1.433 0.295 -0.038
S -3.642 -0.308 0.011 0.041 0.262 0.116
H 0.487 1.797 -0.126 0.078 0.030 0.192
H 2.327 0.682 -0.229 -0.122 -0.022 -0.044
H -1.604 -1.402 -0.443 0.052 0.098 -0.015
H -1.516 1.432 0.287 0.277 -0.183 -0.283
H 2.855 -1.469 -0.014 0.118 -0.036 0.000
H 1.232 -2.005 0.225 0.073 -0.082 0.012
H -3.711 0.998 0.319 -0.032 0.013 -0.013
```
Forces are in eV/Å.

Output
**Total charge**: +1
**Multiplicity**: 3
**HOMO-LUMO gap (spin up / spin down)**: 0.256 / 0.259 Ha
**Molecular weight**: 103.17 g mol⁻¹
**Energy relative to the best compared isomer or geometry (same formula, charge and spin)**: 0.6123 eV

Here are the Mulliken charges for atoms 1 to 8, given in e: -0.08, 0.03, 0.01, -0.20, -0.29, -0.11, 0.29, 0.31